# 1
Molecular formula: C26H66F6N7O10S2Ti
Method: DFT, ωB97M-V with the def2-TZVPD basis set

Values from the calculation:
E_HOMO (spin up / spin down): -4.01 / -9.05 eV
Calculated total energy: -4410.69923 a.u.
Multiplicity: 4
Charge: 0
Orbital gap (spin up / spin down): 4.100 / 9.126 eV
M: 862.842 g mol⁻¹

Element x y z (Å)
Ti -11.28 0.58 -4.91
C -9.53 -3.10 -4.79
F -9.83 -4.38 -4.84
F -8.32 -3.01 -4.18
F -9.44 -2.48 -5.98
S -10.83 -2.18 -3.67
O -12.04 -2.12 -4.48
O -11.07 -2.98 -2.47
N -10.13 -0.61 -3.43
S -9.43 -0.63 -1.99
O -10.37 -0.39 -0.83
O -8.54 -1.75 -1.84
C -8.25 0.94 -1.95
F -7.40 0.81 -2.91
F -8.98 2.01 -2.26
F -7.66 1.06 -0.78
C -12.76 1.74 -2.28
C -13.38 0.37 -2.59
C -14.49 -0.03 -1.68
O -14.75 -1.41 -1.63
C -15.63 -1.91 -0.59
N -13.74 0.35 -4.01
H -11.93 1.99 -2.94
H -12.31 1.56 -1.31
H -13.45 2.58 -2.22
H -12.53 -0.29 -2.39
H -15.40 0.52 -1.91
H -14.16 0.31 -0.70
H -16.60 -1.45 -0.79
H -15.36 -1.76 0.45
H -15.69 -2.99 -0.70
H -14.41 1.05 -4.25
H -14.18 -0.53 -4.22
C -16.86 0.66 -5.42
C -16.45 2.13 -5.59
C -17.64 3.10 -5.91
O -17.20 4.43 -5.83
C -16.42 4.98 -6.81
N -15.71 2.48 -4.41
H -17.39 0.48 -4.48
H -16.01 -0.02 -5.48
H -17.51 0.48 -6.28
H -15.77 2.19 -6.43
H -18.50 3.04 -5.23
H -17.92 2.86 -6.93
H -16.19 6.03 -6.68
H -17.05 4.87 -7.69
H -15.48 4.43 -6.90
H -15.63 3.48 -4.40
H -16.36 2.40 -3.64
C -11.00 2.63 -7.79
C -12.38 2.42 -7.08
C -12.93 1.02 -7.43
O -12.00 0.08 -6.99
C -12.46 -1.22 -7.33
N -12.30 2.69 -5.66
H -10.37 1.82 -7.42
H -10.41 3.53 -7.63
H -11.10 2.55 -8.87
H -13.07 3.16 -7.48
H -12.96 0.92 -8.52
H -13.90 0.87 -6.96
H -11.73 -2.02 -7.19
H -12.62 -1.36 -8.40
H -13.42 -1.46 -6.87
H -13.19 2.83 -5.21
H -11.78 3.54 -5.50
C -13.02 6.51 -5.78
C -12.14 6.11 -4.55
C -12.92 5.46 -3.36
O -13.96 6.29 -2.78
C -13.51 7.40 -2.17
N -11.02 5.26 -4.93
H -13.71 7.34 -5.67
H -13.57 5.63 -6.10
H -12.37 6.87 -6.58
H -11.56 6.94 -4.14
H -12.23 5.23 -2.55
H -13.42 4.56 -3.71
H -14.44 7.87 -1.86
H -12.95 8.14 -2.73
H -12.92 7.15 -1.28
H -10.54 5.76 -5.67
H -10.24 5.32 -4.29
C -7.40 -0.04 -6.76
C -7.61 1.35 -6.08
C -7.59 2.58 -7.07
O -6.22 2.64 -7.56
C -5.95 3.87 -8.29
N -8.80 1.28 -5.33
H -6.42 -0.07 -7.23
H -8.19 -0.32 -7.45
H -7.52 -0.80 -5.99
H -6.82 1.48 -5.34
H -7.87 3.46 -6.49
H -8.22 2.53 -7.95
H -6.45 3.96 -9.25
H -4.90 3.90 -8.57
H -6.15 4.77 -7.70
H -8.63 1.96 -4.60
H -8.73 0.42 -4.78
C -17.53 -2.74 -5.29
C -16.08 -3.32 -5.01
C -15.34 -3.82 -6.26
O -16.12 -4.84 -6.90
C -15.48 -5.46 -8.00
N -15.28 -2.22 -4.42
H -18.32 -3.43 -5.58
H -17.49 -1.97 -6.06
H -17.91 -2.32 -4.36
H -16.09 -4.04 -4.19
H -14.43 -4.27 -5.85
H -15.08 -2.99 -6.92
H -14.56 -5.95 -7.68
H -15.18 -4.69 -8.70
H -16.07 -6.31 -8.36
H -15.65 -2.12 -3.49
H -14.32 -2.52 -4.34

***

# 2
Molecular formula: C3H5N
Method: DFT, ωB97M-V with the def2-TZVPD basis set

Values from the calculation:
E_HOMO (spin up / spin down): -8.03 / -8.05 eV
Calculated total energy: -171.85255 a.u.
Multiplicity: 1
Charge: 0
Orbital gap (spin up / spin down): 8.471 / 8.441 eV
M: 55.080 g mol⁻¹

Element x y z (Å)
C -0.44 0.98 -1.00
C -0.74 -0.26 -1.02
C 0.77 -0.98 0.78
N 0.95 -0.25 1.81
H -0.87 1.72 -1.66
H 0.03 1.41 -0.01
H -0.87 -1.07 -1.72
H 1.42 -1.63 0.27
H 1.76 -0.17 2.34

***

# 3
Molecular formula: C31H49F7N3RuS5Si4Te
Method: DFT, ωB97M-V with the def2-TZVPD basis set

Values from the calculation:
E_HOMO (spin up / spin down): -9.76 / -9.64 eV
Calculated total energy: -5585.59109 a.u.
Multiplicity: 1
Charge: +1
Orbital gap (spin up / spin down): 4.295 / 3.839 eV
M: 1098.089 g mol⁻¹

Element x y z (Å)
Ru 0.24 -1.16 -1.51
C 0.16 -0.47 -4.96
C 0.05 0.87 -4.24
N -0.41 0.79 -2.84
C -0.08 2.06 -2.17
C 1.41 2.23 -1.92
C -1.86 0.55 -2.82
C -2.41 0.09 -1.46
N -1.72 -1.08 -0.97
C -2.27 -1.83 0.00
C -1.59 -2.99 0.48
F -0.36 -3.27 -0.04
C -2.09 -3.84 1.44
F -1.36 -4.90 1.81
C -3.32 -3.60 2.04
C -4.01 -2.48 1.61
F -5.20 -2.20 2.16
C -3.52 -1.62 0.65
F -4.28 -0.54 0.35
H 0.55 -0.30 -5.96
H -0.80 -0.97 -5.05
H 0.86 -1.12 -4.44
H -0.62 1.54 -4.80
H 1.05 1.32 -4.23
H -0.60 2.07 -1.21
H -0.46 2.89 -2.77
H 1.85 1.30 -1.56
H 1.57 2.99 -1.16
H 1.95 2.53 -2.81
H -2.09 -0.22 -3.56
H -2.40 1.46 -3.11
H -3.47 -0.11 -1.62
H -2.34 0.90 -0.72
H -3.72 -4.26 2.80
F -1.41 -6.16 -6.45
C -0.73 -5.00 -6.53
F 0.42 -5.25 -7.16
F -1.45 -4.19 -7.32
C -0.53 -4.37 -5.18
C 0.70 -4.42 -4.53
C 0.84 -3.74 -3.34
N -0.15 -3.04 -2.78
C -1.35 -3.08 -3.36
C -1.59 -3.72 -4.56
H 1.52 -4.97 -4.97
H 1.79 -3.73 -2.81
H -2.15 -2.56 -2.85
H -2.57 -3.69 -5.02
C 5.31 0.15 -3.63
S 5.31 0.69 -1.90
C 4.81 -0.75 -1.03
C 3.63 -1.41 -1.18
S 2.42 -1.01 -2.34
S 3.34 -2.74 -0.07
C 4.77 -2.51 0.90
S 5.08 -3.36 2.26
S 5.84 -1.28 0.28
H 5.56 1.03 -4.21
H 4.33 -0.22 -3.91
H 6.07 -0.61 -3.77
C 2.29 -0.63 4.46
Si 1.99 1.19 3.97
C 3.46 1.88 2.96
C 1.73 2.22 5.55
Si 0.07 1.45 2.45
Te 0.78 -0.40 0.84
Si -0.46 3.74 1.77
C -2.23 3.85 1.02
C -0.39 4.72 3.40
C 0.72 4.69 0.59
Si -2.13 0.84 3.99
C -2.14 2.00 5.50
C -3.73 1.10 2.99
C -1.84 -0.98 4.48
H 3.21 -0.73 5.04
H 2.38 -1.26 3.59
H 1.49 -1.02 5.08
H 4.41 1.70 3.46
H 3.37 2.95 2.80
H 3.50 1.40 1.98
H 2.66 2.33 6.08
H 1.04 1.74 6.24
H 1.35 3.22 5.35
H -2.99 3.77 1.78
H -2.42 3.07 0.28
H -2.38 4.80 0.52
H -0.98 4.27 4.19
H -0.77 5.73 3.26
H 0.63 4.81 3.76
H 0.38 4.69 -0.44
H 1.73 4.29 0.61
H 0.79 5.73 0.90
H -2.55 2.97 5.25
H -1.16 2.15 5.93
H -2.77 1.59 6.29
H -4.16 2.08 3.19
H -4.48 0.36 3.26
H -3.57 1.03 1.92
H -1.16 -1.06 5.32
H -1.43 -1.57 3.67
H -2.78 -1.44 4.78

***

# 4
Molecular formula: C23H41Cl3CoN3O3Si
Method: DFT, ωB97M-V with the def2-TZVPD basis set

Values from the calculation:
E_HOMO (spin up / spin down): -4.52 / -4.69 eV
Calculated total energy: -4344.03181 a.u.
Multiplicity: 4
Charge: -1
Orbital gap (spin up / spin down): 7.063 / 7.227 eV
M: 600.977 g mol⁻¹

Element x y z (Å)
C 3.31 2.82 -0.47
C 2.42 2.77 -1.66
H 4.36 2.89 -0.72
H 3.13 1.91 0.13
H 3.07 3.68 0.17
C 2.79 3.03 -2.93
C 4.17 3.45 -3.36
H 2.05 3.04 -3.74
H 4.91 3.39 -2.55
H 4.21 4.47 -3.78
H 4.52 2.79 -4.17
Co 0.49 0.33 0.76
Cl -0.83 1.98 1.28
Cl 2.18 -0.41 1.88
C -2.54 0.67 -1.49
O -1.85 -0.32 -1.29
N -3.53 0.71 -2.42
C -3.81 -0.47 -3.22
C -4.33 1.89 -2.69
H -2.41 1.63 -0.93
H -3.19 -1.30 -2.87
H -3.63 -0.26 -4.29
H -4.88 -0.73 -3.13
H -3.99 2.72 -2.06
H -5.39 1.66 -2.48
H -4.25 2.16 -3.75
H 3.60 0.09 -1.61
H 2.66 0.37 -4.01
C 3.29 -0.97 -1.64
C 2.53 -0.73 -3.97
N 2.24 -1.16 -2.61
H 2.93 -1.27 -0.65
C 1.02 -1.63 -2.25
O 0.71 -1.96 -1.10
H 1.72 -1.04 -4.64
H 0.31 -1.67 -3.11
H 4.17 -1.57 -1.92
H 3.48 -1.20 -4.30
O 0.92 1.05 -0.97
C 0.98 2.37 -1.32
C -0.27 1.79 -3.50
C -0.04 2.68 -2.44
H 0.20 0.80 -3.46
C -1.09 2.18 -4.58
H 0.66 2.99 -0.46
C -0.70 3.91 -2.41
H -1.23 1.50 -5.41
C -1.70 3.44 -4.56
C -1.52 4.31 -3.48
H -0.55 4.57 -1.55
H -2.34 3.74 -5.39
H -1.99 5.28 -3.44
Si 4.83 -1.19 4.75
Cl 5.85 0.11 3.45
C 4.99 -2.90 4.01
C 3.21 -0.34 4.99
C 5.64 -1.38 6.49
H 4.75 -2.86 2.94
H 4.30 -3.60 4.51
H 6.02 -3.30 4.13
H 6.62 -1.88 6.47
H 4.97 -2.00 7.10
H 5.77 -0.42 7.01
H 2.80 -0.16 3.98
H 3.34 0.64 5.46
H 2.48 -0.94 5.55
C -3.57 -3.03 2.50
C -3.50 -1.53 2.17
C -2.16 -1.13 1.81
N -1.07 -0.85 1.52
H -3.47 -3.62 1.58
H -4.54 -3.27 2.95
H -2.79 -3.29 3.24
H -4.16 -1.32 1.31
H -3.85 -0.94 3.03